# 1
DFT (wB97M-V/def2-TZVPD) results for a molecular structure, C8H24AgO8 in a non-equilibrium geometry.

```
41
Properties=species:S:1:pos:R:3:forces:R:3
Ag -14.717768 -23.535041 -16.260853 0.34 0.18 -3.22
O -15.678909 -23.698917 -18.396141 -1.46 -0.06 -0.86
C -16.858489 -23.673708 -19.194063 1.94 0.30 0.93
C -16.809490 -23.174762 -20.727477 3.57 -0.14 -0.26
O -15.599294 -23.303833 -21.425429 -1.47 -0.63 0.44
H -17.558676 -22.978181 -18.731388 -0.99 0.78 0.30
H -17.364178 -24.633612 -19.089332 -0.40 -1.00 -0.51
H -16.996790 -22.101145 -20.708035 -0.72 0.86 0.39
H -17.612441 -23.650252 -21.290742 -1.08 -0.49 0.00
O -12.880608 -22.905886 -17.581155 1.37 2.79 0.75
C -12.343563 -21.610268 -17.500416 -0.94 -2.63 -1.10
C -13.032876 -20.412024 -18.354810 -1.84 -1.11 -1.49
O -13.698985 -20.787764 -19.554131 1.54 0.67 1.94
H -11.308003 -21.591053 -17.840053 0.64 -0.03 -0.48
H -12.273224 -21.215074 -16.487012 -0.29 0.51 0.82
H -12.328412 -19.595905 -18.515323 0.67 0.11 -0.12
H -13.819882 -20.005897 -17.719369 -0.39 -0.09 0.37
C -13.787747 -23.189997 -12.932086 -0.29 -0.58 -0.53
O -13.557713 -23.450682 -14.313392 1.15 0.14 1.68
H -14.553280 -22.417560 -12.858639 0.18 0.21 0.30
H -14.177770 -24.104133 -12.484493 -0.10 -0.05 0.28
H -12.839105 -22.950009 -12.451889 -0.22 0.37 0.35
H -12.615968 -23.294446 -14.414925 0.02 -0.02 -0.93
C -16.484297 -20.827989 -16.342995 -0.22 -0.25 -0.46
O -15.380532 -21.420623 -15.664842 -0.76 1.51 0.85
H -16.113060 -20.093555 -17.057767 -0.20 -0.23 -0.38
H -17.052238 -21.634364 -16.807004 0.34 0.10 -0.57
H -17.184857 -20.315631 -15.683605 0.03 0.12 0.52
H -15.221876 -20.818371 -14.934278 0.53 -0.08 0.24
C -14.300657 -26.710104 -17.073629 1.51 0.32 0.11
O -13.921325 -25.706701 -16.091231 -1.17 -1.29 0.06
H -15.139441 -26.438508 -17.714549 0.16 0.86 0.33
H -13.385326 -26.772478 -17.662161 -0.35 -0.50 -0.68
H -14.513076 -27.681482 -16.627068 -0.02 -0.15 0.35
H -13.202625 -26.048737 -15.554507 0.10 -0.07 -0.15
C -16.968971 -25.227860 -14.422806 0.08 0.28 -0.26
O -16.630791 -24.045272 -15.179802 -1.77 -1.33 1.60
H -16.599351 -26.142331 -14.886720 0.44 0.17 -0.16
H -16.564809 -25.128295 -13.415423 0.10 -0.10 0.07
H -18.045259 -25.383189 -14.348154 -0.20 0.26 0.08
H -17.479636 -23.721782 -15.490306 0.19 0.32 -0.61
```
Positions in Å, forces in eV/Å.

⟨S²⟩	0.757
HOMO-LUMO gap (spin up / spin down)	2.114 / 2.110	eV
charge	-2
LUMO level (spin up / spin down)	4.321 / 4.321	eV
spin multiplicity	2

=====

# 2
DFT (wB97M-V/def2-TZVPD) results for 2 unconnected molecules or ions with the total composition C3H9NO2 in a non-equilibrium geometry.

```
15
Properties=species:S:1:pos:R:3:forces:R:3
C 0.211575 1.227835 -0.857627 0.44 0.25 -2.53
C -0.570506 1.075497 0.431763 0.19 2.00 -0.03
C 0.374846 0.905064 1.578569 0.54 -4.26 1.39
O 0.116374 0.793633 2.757733 -0.62 1.38 -0.46
N 0.691559 0.004778 -1.535025 -0.89 -0.50 -0.03
H 1.083673 1.918969 -0.848970 -0.76 0.13 0.81
H -0.506304 1.654852 -1.581142 0.37 0.04 0.23
H -1.392238 0.328533 0.293985 0.81 0.48 0.67
H -0.985333 2.104248 0.650727 -0.25 -1.03 -0.42
H 1.361314 0.390579 1.357975 -0.04 1.23 -0.67
H 0.888941 0.099545 -2.544055 -0.06 0.09 1.22
H 1.409299 -0.500307 -1.042922 0.27 0.15 -0.14
H -0.477260 -2.827272 0.034131 -0.28 0.23 0.02
H -0.978812 -4.045495 0.739851 -0.24 -0.01 0.15
O -1.227129 -3.130461 0.565007 0.51 -0.17 -0.21
```
Positions in Å, forces in eV/Å.

energy relative to the best compared isomer or geometry (same formula, charge and spin)	220.31	kJ/mol
HOMO-LUMO gap	10.197	eV
charge	0
LUMO level	0.756	eV

=====

# 3
DFT (wB97M-V/def2-TZVPD) results for a molecular structure, C3H7NO2 in a non-equilibrium geometry.

```
13
Properties=species:S:1:pos:R:3:forces:R:3
C -1.581866 -1.041941 1.236907 0.94 0.81 0.96
N -0.632577 -0.406801 -0.745472 -0.21 -0.15 -0.85
C 0.162509 0.191626 0.038347 -0.36 -0.26 -0.52
O -0.023292 0.056765 1.306855 -1.82 -1.63 0.09
C 1.292307 1.053224 -0.409632 0.25 0.33 0.34
O 1.587199 0.913137 -1.771739 0.19 -0.22 -0.39
H -1.788061 -1.922212 0.620261 0.76 0.65 -0.11
H -1.303470 -1.305222 2.231773 -0.24 -0.10 0.70
H -2.331297 -0.269876 1.144586 0.08 -0.01 0.04
H -0.473262 -0.215652 -1.721398 0.18 0.11 -0.35
H 2.157074 0.837875 0.214571 0.16 0.09 0.16
H 0.992593 2.086022 -0.240622 0.14 0.13 -0.01
H 1.942143 0.023055 -1.904435 -0.08 0.24 -0.05
```
Positions in Å, forces in eV/Å.

energy relative to the best compared isomer or geometry (same formula, charge and spin)	354.74	kJ/mol
HOMO-LUMO gap	10.205	eV
charge	0
LUMO level	0.509	eV

=====

# 4
DFT (wB97M-V/def2-TZVPD) results for C17H15F3N2 in the gas phase in a non-equilibrium geometry.

```
37
Properties=species:S:1:pos:R:3:forces:R:3
F -3.020123 1.952796 -0.584215 0.85 0.08 0.88
F 1.569331 2.098036 0.713201 -0.24 -1.14 -0.39
F -2.785835 -0.370400 -1.437945 0.32 -0.86 -0.64
N 1.943216 -0.544664 -0.297392 -1.31 1.28 0.54
C 3.527887 -3.580392 -1.450890 1.93 3.87 2.93
C 2.477689 -4.314348 -1.860228 -5.32 -1.32 -1.59
C -1.805498 1.384758 -0.416586 0.81 -2.04 -1.83
C -0.685261 1.999949 0.167757 0.39 -1.18 0.85
C 3.399979 -2.294657 -0.729622 0.31 -3.38 -2.19
C 0.578806 1.365434 0.125199 -1.93 2.07 0.53
C 1.114255 -3.801358 -1.790237 3.90 -1.72 -0.23
C -1.616544 0.137948 -1.023329 -1.26 2.35 1.36
C -0.245172 -1.803095 -1.607239 -1.17 -0.71 -0.44
C 2.073040 -1.813030 -0.670717 -1.18 1.01 -0.84
C 0.716622 0.081052 -0.367243 2.87 -1.74 -0.39
C 0.913600 -2.518214 -1.291356 0.90 0.41 -0.23
C -0.384435 -0.542651 -1.009682 -1.31 -0.43 -0.59
N -0.864740 3.101723 0.953857 1.67 2.37 -0.36
C -1.309548 -2.351551 -2.664102 0.84 0.01 -0.88
C -1.152395 1.817205 3.101923 0.97 1.18 1.42
C -1.072367 4.402966 2.971524 -1.38 0.19 -0.32
C -1.492837 3.078735 2.303582 0.56 -0.76 -1.11
H 4.487292 -4.024267 -1.603766 0.73 0.14 -0.01
H 2.575141 -5.303993 -2.418920 0.20 1.43 1.08
H 4.265844 -1.642272 -0.424658 -1.20 -1.00 -0.26
H 0.349894 -4.441172 -2.185936 -0.42 0.13 -0.10
H 0.035993 3.609071 0.932492 -0.91 -0.23 0.60
H -1.743193 -1.534565 -3.288516 0.31 -0.32 0.93
H -0.828560 -2.986262 -3.461864 0.07 0.57 1.07
H -2.155869 -2.983814 -2.335122 0.51 0.57 0.53
H -0.160273 1.893139 3.619366 -0.52 -0.19 -0.87
H -1.292178 0.854412 2.658776 0.17 -0.38 -0.91
H -1.831970 1.793751 3.925483 -0.70 0.07 0.79
H -1.238213 5.188140 2.189600 0.12 -0.39 0.93
H -0.049781 4.474000 3.348657 0.06 -0.45 -0.35
H -1.727193 4.579532 3.843843 0.20 0.14 -0.44
H -2.566605 3.038055 2.064304 0.12 0.39 0.53
```
Positions in Å, forces in eV/Å.

energy relative to the best compared isomer or geometry (same formula, charge and spin)	202.91	kJ/mol
HOMO-LUMO gap	6.465	eV
charge	0
LUMO level	-1.035	eV